Record 1
{"formula": "C19H34N4O6Rh", "method": "ωB97M-V with the def2-TZVPD basis set", "homo_ev": -17.46, "e_lumo_ha": -0.4341, "orbital_gap_ev": 5.65, "charge": 3, "symbols": ["H", "N", "H", "H", "H", "H", "H", "C", "O", "Rh", "O", "H", "H", "C", "H", "H", "H", "H", "H", "N", "H", "O", "H", "O", "H", "H", "H", "C", "C", "C", "C", "H", "H", "N", "N", "C", "C", "H", "C", "C", "C", "H", "C", "O", "H", "C", "H", "H", "C", "H", "H", "O", "C", "H", "H", "H", "C", "C", "C", "H", "H", "H", "H", "C"], "xyz": [[2.907, -4.559, -1.068], [2.315, -1.284, -0.984], [4.284, -2.013, -1.388], [-1.081, 3.715, 2.405], [-1.983, -0.633, -1.381], [-0.448, 4.681, 1.051], [-1.366, 0.341, 3.465], [0.983, 3.337, 1.965], [0.862, 1.985, 2.362], [0.033, 0.401, 0.417], [0.709, -0.605, 2.195], [2.113, 0.642, -1.826], [-2.467, 1.792, 2.621], [-1.620, 0.211, -1.954], [1.680, 3.421, 1.121], [-1.856, 1.741, -4.948], [-0.254, -1.964, 3.479], [2.330, 1.867, 3.832], [0.209, -4.990, -0.874], [-0.621, 0.930, -1.406], [-3.656, 1.092, 1.505], [0.107, -1.411, -0.314], [-0.637, -2.071, 1.755], [-1.758, 0.239, 1.426], [-2.821, 3.378, 0.742], [2.966, -2.779, -2.317], [1.342, 3.977, 2.774], [2.581, -4.040, -0.169], [0.102, -4.105, -0.250], [-2.089, 0.484, -3.222], [1.970, 1.340, 2.943], [-0.073, 3.134, -3.857], [3.358, -3.368, 0.182], [-4.226, -0.728, -3.331], [1.324, -3.302, -0.385], [-0.455, -1.383, 2.580], [-0.094, 1.962, -2.077], [-2.525, -0.925, 2.989], [2.389, 0.151, -0.894], [-2.265, 2.453, 0.583], [-3.062, -0.432, -3.935], [-0.763, -3.541, -0.582], [1.264, -1.993, -0.525], [-2.690, -0.862, -5.004], [0.684, 2.527, -1.580], [-1.589, -0.430, 2.726], [0.804, 0.027, 4.187], [2.803, 1.273, 2.230], [-0.415, 3.708, 1.540], [3.481, -1.145, -2.712], [-0.030, -4.418, 0.785], [-0.855, 2.690, 0.601], [-2.621, 1.420, 1.608], [2.387, -4.779, 0.607], [1.837, 0.610, -0.012], [3.400, 0.465, -0.619], [3.334, -1.850, -1.893], [1.464, -0.030, 3.322], [-1.520, 1.536, -3.939], [-4.557, -0.227, -2.526], [-4.870, -1.342, -3.809], [-2.513, 2.094, -0.415], [2.282, -0.716, 3.540], [-0.527, 2.298, -3.344]]}



Record 2
{"formula": "C19H35BBrIN3O9", "method": "ωB97M-V with the def2-TZVPD basis set", "homo_ev": -11.86, "e_lumo_ha": -0.1383, "orbital_gap_ev": 8.09, "charge": 1, "smiles": "CCOCCO[C@]1(C[C@H](C)I)NC(N(Br)CB(O)O)=[NH+][C@](CCCCOC(C)=O)(CC(=O)O)O1", "symbols": ["C", "H", "C", "H", "H", "O", "H", "C", "O", "H", "H", "H", "C", "C", "C", "H", "O", "H", "H", "C", "C", "N", "H", "H", "N", "H", "H", "H", "H", "H", "C", "O", "C", "O", "O", "H", "O", "H", "H", "B", "O", "H", "C", "H", "H", "H", "C", "C", "C", "C", "H", "H", "I", "H", "C", "N", "H", "H", "H", "H", "O", "Br", "H", "H", "H", "C", "C", "C", "H"], "xyz": [[-1.024, -3.621, -0.006], [0.900, 4.037, -1.610], [0.470, 2.044, 2.419], [4.193, 2.082, -2.605], [-1.211, 3.476, 2.078], [1.764, 4.068, 0.845], [0.291, 1.579, 3.462], [-0.263, -2.064, -2.302], [0.327, -3.102, -0.084], [-0.371, -5.202, 1.557], [1.105, 5.377, 2.457], [-3.669, -5.363, 2.376], [0.575, -0.047, 0.731], [-0.138, 3.526, 2.482], [-0.356, 1.116, 1.389], [1.671, -1.871, 1.678], [2.062, 3.239, -4.053], [-0.035, 5.141, 0.954], [1.986, -0.237, 2.441], [-3.577, -5.349, 1.232], [-4.261, -4.014, 0.666], [2.963, 0.411, -2.009], [-1.246, -2.452, 3.607], [2.036, -2.138, -1.920], [1.853, -1.602, -1.063], [-1.226, -4.238, -0.961], [1.595, 1.992, 2.248], [1.283, 3.850, -4.104], [-4.232, -6.227, 0.866], [-3.984, -3.151, 1.387], [-1.290, -4.615, 1.224], [3.693, 4.833, -0.271], [2.581, 5.087, 0.269], [-1.189, -1.730, 2.930], [0.893, 3.093, -1.874], [-1.827, -2.794, 0.073], [-0.287, -0.769, -0.162], [-2.879, -3.463, -2.651], [2.445, 7.112, 1.326], [2.061, 2.786, -2.701], [-2.249, -5.613, 0.737], [-0.237, 3.844, 3.585], [2.169, -0.201, -1.138], [-1.340, 0.717, 1.800], [1.065, 6.825, 0.135], [2.748, 7.204, -0.524], [2.183, 6.657, 0.299], [3.236, 1.909, -1.984], [0.108, -1.171, 3.134], [-1.762, -1.508, -2.453], [3.448, 2.274, -0.917], [-5.404, -4.039, 0.647], [-1.657, 0.324, -3.629], [-0.215, -3.177, -2.591], [-2.561, -2.605, -3.360], [1.591, 0.679, -0.084], [0.362, -1.522, -3.109], [-0.622, 1.802, 0.495], [-3.489, -2.171, -3.856], [2.401, 0.807, 0.564], [0.395, -0.851, 4.321], [3.821, -0.563, -3.343], [-2.352, -1.432, -1.485], [-1.805, -4.081, 2.103], [-1.851, -3.108, -4.119], [1.162, -0.890, 1.962], [0.370, -1.850, -0.813], [0.705, 4.627, 1.676], [-3.900, -3.691, -0.368]]}



Record 3
{"formula": "C19H35BF4S5SbTc", "method": "ωB97M-V with the def2-TZVPD basis set", "homo_ev": [-14.70, -14.70], "e_lumo_ha": [-0.3232, -0.3233], "orbital_gap_ev": [5.91, 5.91], "charge": 2, "symbols": ["H", "H", "C", "H", "H", "H", "H", "H", "H", "C", "Sb", "H", "C", "C", "C", "F", "H", "H", "H", "H", "H", "H", "H", "C", "H", "H", "H", "H", "C", "C", "Tc", "S", "F", "C", "S", "H", "C", "H", "F", "C", "H", "H", "H", "C", "C", "H", "H", "S", "C", "H", "S", "H", "C", "B", "C", "F", "H", "H", "H", "H", "C", "S", "H", "C", "C", "H"], "xyz": [[3.891, 1.376, 0.519], [-0.268, 0.563, -4.750], [-0.238, 1.256, 0.675], [2.362, 0.784, -1.276], [1.628, -0.754, -4.340], [0.361, -2.414, -2.738], [2.804, 3.214, -0.850], [-1.647, -3.389, -0.275], [-0.648, -1.783, -4.030], [-0.374, -1.654, -2.981], [0.798, -1.626, 6.935], [-2.187, 2.867, -0.831], [-2.387, 0.710, -0.529], [2.315, 3.589, 0.052], [0.215, -0.235, -2.816], [0.593, -2.191, -0.529], [2.171, 3.750, 2.800], [1.378, 4.073, -0.236], [-2.518, 0.268, 1.627], [-0.247, -4.340, 0.280], [-3.048, -3.046, 2.546], [-0.787, 1.753, 1.461], [-2.788, -1.423, -0.771], [-1.176, -3.869, 0.580], [-0.350, 1.790, -3.486], [-2.494, -1.431, 3.032], [-4.056, 0.656, 0.851], [0.556, 3.656, 2.101], [-2.512, -2.155, 2.220], [3.413, 1.789, 1.410], [0.509, -0.829, 0.772], [1.028, -0.262, 2.870], [2.677, -2.363, 0.815], [-0.863, 0.601, -0.425], [2.730, -1.006, 5.387], [-2.916, 1.935, 1.211], [1.654, -0.297, -3.350], [-1.645, 0.584, -3.662], [2.122, -4.371, -0.143], [-3.074, -0.467, -1.222], [-4.155, -0.360, -1.124], [2.961, 4.343, 0.503], [-2.852, -0.510, -2.286], [-2.994, 0.898, 0.878], [2.071, 2.463, 1.081], [-3.759, 2.194, -1.280], [2.300, -0.917, -2.722], [2.096, -1.763, 3.647], [0.202, 0.335, -1.395], [-2.370, 1.964, -2.342], [-0.782, -1.891, 5.454], [3.290, 0.983, 2.136], [1.129, 1.506, 0.390], [2.665, -3.180, -0.267], [-2.682, 2.013, -1.302], [3.157, -2.729, -1.398], [-1.839, -4.612, 1.021], [2.099, 0.696, -3.462], [1.184, 2.323, 3.084], [4.091, 2.526, 1.845], [-0.571, 0.745, -3.718], [-0.824, -2.665, 1.870], [-2.979, -1.740, 1.335], [1.388, 0.825, -0.812], [1.450, 3.073, 2.339], [-1.257, -1.831, -2.376]]}



Record 4
{"formula": "C19H35Cl2N2O10P", "method": "ωB97M-V with the def2-TZVPD basis set", "homo_ev": -7.35, "e_lumo_ha": -0.0780, "orbital_gap_ev": 5.23, "symbols": ["H", "H", "O", "H", "C", "C", "H", "C", "Cl", "H", "O", "C", "C", "H", "O", "H", "H", "H", "C", "C", "O", "C", "H", "C", "H", "H", "H", "H", "N", "P", "C", "O", "H", "Cl", "H", "H", "H", "H", "H", "H", "H", "H", "H", "H", "C", "O", "H", "H", "C", "C", "O", "H", "H", "N", "C", "H", "H", "H", "H", "C", "O", "H", "C", "C", "O", "H", "O", "C", "C"], "xyz": [[1.939, 2.327, -3.745], [-3.394, -2.146, -1.747], [-6.802, 0.754, 3.875], [4.329, 2.590, -3.123], [-0.290, -2.897, 1.463], [2.820, 5.668, -1.154], [2.326, 1.421, -2.261], [-1.254, -2.214, 2.540], [-8.025, 0.880, 3.106], [3.371, 0.824, 1.485], [3.578, 1.036, 0.525], [-3.369, -2.296, -0.561], [1.027, -4.093, -1.135], [-4.159, -1.373, 2.436], [-8.048, -0.131, 2.066], [0.996, -3.597, -2.221], [2.527, -1.131, 0.978], [6.290, -1.177, 0.236], [-4.019, -0.501, 1.669], [3.564, 3.162, -2.588], [-1.151, -0.813, 3.074], [-4.254, 1.067, 2.201], [6.369, 0.704, -0.133], [-3.756, 2.022, -0.381], [-4.397, -2.888, -0.371], [2.706, 4.769, -0.544], [0.133, 0.042, 0.969], [1.438, 2.946, -2.172], [-0.779, -2.980, -0.003], [-0.115, -1.491, -0.743], [4.249, -0.134, -0.130], [-0.542, -0.052, 0.215], [-4.305, 3.496, 1.519], [-0.954, -1.172, -2.724], [-1.661, -0.775, 3.948], [-3.687, 2.901, -1.185], [-2.559, -3.918, 0.783], [4.230, -0.027, -1.304], [-4.525, 1.308, 3.321], [2.305, -3.697, 0.842], [-2.273, -4.142, -1.035], [2.720, 6.321, -3.190], [4.105, -2.151, 1.126], [1.239, -5.240, -1.429], [2.601, 5.386, -2.631], [3.539, 4.460, -3.176], [3.898, 3.225, -1.548], [0.733, -2.282, 1.427], [5.800, -0.139, 0.486], [-3.600, -0.863, 0.121], [-9.167, 0.700, 3.981], [5.847, 0.162, 1.615], [3.277, -4.574, -0.511], [3.085, -2.435, -0.797], [3.451, -1.519, 0.362], [3.832, 6.052, -0.984], [1.579, 5.043, -2.820], [3.887, -2.585, -1.450], [-3.240, 0.352, -2.041], [2.240, 2.423, -2.695], [-8.082, 2.197, 2.501], [0.032, -3.968, 1.879], [-2.212, -3.298, -0.181], [2.452, -3.729, -0.331], [-2.219, -2.948, 3.163], [2.099, 6.410, -0.797], [-0.155, -4.128, -0.367], [-4.128, 2.386, 1.181], [-3.495, 0.473, -0.883]]}